No. 1
ORCA calculation (the ωB97M-V functional and the def2-TZVPD basis) on a molecular structure, C28H33Cl5CrN4OPS at a distorted geometry.

Atoms and positions in Å:
Cr  0.657  1.003  -0.391
Cl  2.562  -2.714  -5.856
Cl  4.456  -0.291  -6.331
Cl  4.298  2.182  -4.422
Cl  2.251  2.093  -1.999
Cl  0.621  -2.727  -3.403
S  2.641  1.008  1.022
P  -0.357  -0.921  0.998
O  0.945  -0.360  -1.654
N  2.944  2.734  2.982
N  0.263  2.616  0.672
N  -0.768  1.941  -1.591
N  0.985  2.926  1.795
C  2.482  0.744  -3.055
C  0.542  -4.846  0.101
C  2.176  2.308  1.992
C  -1.865  2.491  -3.633
C  3.342  0.792  -4.136
C  -1.190  4.581  1.056
C  1.711  -1.433  -3.654
C  -0.704  -2.462  3.350
C  1.161  -0.844  3.379
C  -2.285  3.699  -3.103
C  0.510  -2.463  0.523
C  -3.100  -1.960  1.207
C  -1.098  1.647  -2.845
C  -2.175  -1.000  0.453
C  2.600  -3.626  0.128
C  2.558  -1.408  -4.757
C  1.690  -0.368  -2.739
C  -2.167  -1.367  -1.038
C  3.398  -0.310  -4.989
C  -2.759  0.411  0.621
C  -0.681  3.416  0.280
C  1.920  -4.823  -0.033
C  1.901  -2.460  0.395
C  -0.277  -1.062  2.901
C  -1.192  3.110  -1.059
C  -0.155  -3.681  0.383
C  -1.952  4.010  -1.791
C  -1.171  0.007  3.535
H  -2.230  -0.237  3.449
H  -2.931  0.655  1.669
H  -3.191  -1.349  -1.418
H  1.239  -1.178  4.415
H  -1.048  4.458  2.129
H  -0.996  0.990  3.088
H  -2.744  -2.986  1.223
H  -0.727  0.709  -3.238
H  2.721  3.523  3.569
H  2.460  -1.544  0.509
H  -2.854  4.403  -3.696
H  -2.261  4.688  0.890
H  -1.733  -2.698  3.096
H  -3.721  0.462  0.107
H  -2.123  2.202  -4.641
H  -0.709  5.511  0.739
H  -0.944  0.078  4.601
H  3.819  2.262  3.151
H  1.884  -1.415  2.797
H  -1.224  -3.745  0.513
H  -1.760  -2.359  -1.217
H  2.462  -5.730  -0.266
H  -4.064  -1.965  0.694
H  -0.003  -5.774  -0.012
H  3.679  -3.592  0.051
H  -2.255  4.950  -1.353
H  -3.279  -1.637  2.231
H  -1.572  -0.664  -1.616
H  -2.110  1.170  0.193
H  0.741  3.753  2.320
H  -0.619  -2.511  4.437
H  -0.054  -3.230  2.935
H  1.432  0.209  3.354

Output
HOMO (spin up / spin down): -12.999 / -13.103 eV
Kohn-Sham gap (spin up / spin down): 5.84 / 5.75 eV
total charge: +2
E_LUMO (spin up / spin down): -7.1568 / -7.3577 eV
expectation value of S²: 3.826
energy above the lowest of the compared OMol25 structures with the same formula, charge and spin: 0.082 eV
2S+1: 4

=====

No. 2
ORCA calculation (the ωB97M-V functional and the def2-TZVPD basis) on a molecular structure, C28H33IrN7O5S.

Atoms and positions in Å:
Ir  0.557  1.452  0.600
S  3.044  1.241  -2.880
O  2.345  -0.659  -0.546
O  0.235  1.494  -1.364
O  0.722  2.262  3.352
O  -1.695  2.428  -5.542
O  -0.914  2.848  0.826
N  -0.643  0.080  1.358
N  5.115  -0.398  -2.595
N  1.272  1.558  2.479
N  5.494  1.460  -3.873
N  -4.203  -2.721  3.792
N  -3.313  -4.083  2.264
N  2.094  0.188  0.512
C  -2.691  4.302  0.500
C  -6.290  -5.655  4.641
C  5.145  2.725  -4.498
C  -0.705  -1.129  0.767
C  -2.612  3.615  -2.306
C  -4.721  -6.086  2.837
C  -5.722  -6.513  3.679
C  -3.297  -2.884  2.777
C  -4.859  -3.925  3.931
C  4.644  0.742  -3.133
C  -1.425  0.359  2.410
C  -2.616  3.406  -3.646
C  -1.565  -2.098  1.217
C  2.784  0.032  1.604
C  -1.658  3.009  -1.438
C  2.353  0.826  2.723
C  -5.873  -4.350  4.787
C  -0.722  1.607  -6.182
C  -1.631  2.562  -4.214
C  -4.284  -4.765  2.968
C  3.917  -0.929  1.706
C  -1.691  3.324  -0.049
C  6.449  -0.924  -2.799
C  -2.393  -1.833  2.310
C  -2.306  -0.579  2.906
C  -0.694  2.143  -2.026
C  3.005  0.836  4.065
C  -0.695  1.942  -3.416
H  4.091  0.864  3.982
H  4.705  -0.517  2.332
H  2.421  -0.059  -1.346
H  -6.085  -7.529  3.607
H  2.673  1.716  4.610
H  0.069  1.290  -3.813
H  -3.342  3.870  -4.297
H  -2.477  4.461  1.553
H  0.285  1.982  -5.993
H  -0.802  0.574  -5.839
H  -4.394  -1.882  4.309
H  3.574  -1.855  2.174
H  -6.312  -3.696  5.529
H  4.308  -1.168  0.722
H  2.735  -0.044  4.654
H  -1.305  1.340  2.849
H  -2.649  5.254  -0.027
H  7.211  -0.247  -2.405
H  -0.043  -1.285  -0.074
H  4.290  2.600  -5.160
H  6.535  -1.867  -2.266
H  -7.074  -6.034  5.282
H  -0.942  1.659  -7.243
H  6.002  3.063  -5.076
H  6.650  -1.117  -3.856
H  6.437  1.128  -3.988
H  -1.607  -3.064  0.735
H  -4.280  -6.739  2.096
H  -2.903  -0.306  3.764
H  4.895  3.473  -3.748
H  -3.703  3.906  0.395
H  4.443  -0.946  -2.085
H  -3.365  4.267  -1.885

Output
HOMO: -10.513 eV
Kohn-Sham gap: 7.27 eV
total charge: +1
E_LUMO: -3.2447 eV
energy above the lowest of the compared OMol25 structures with the same formula, charge and spin: 2.113 eV

=====

No. 3
ORCA calculation (the ωB97M-V functional and the def2-TZVPD basis) on a molecular structure, C28H33N4NaO7 at a distorted geometry.

Atoms and positions in Å:
Na  2.126  0.810  0.878
O  -0.342  1.163  0.378
O  4.130  1.201  1.106
O  1.190  2.502  -1.592
O  1.586  -0.857  -0.372
O  5.086  -0.833  0.808
O  0.804  1.499  -3.568
O  3.729  1.475  -1.531
N  -1.759  0.850  -1.730
N  1.388  -0.943  2.488
N  1.149  1.928  2.689
N  0.048  -1.795  -3.912
C  -0.636  -3.534  -1.499
C  0.250  -2.397  -1.552
C  -3.625  2.696  0.824
C  -0.890  -4.172  -0.341
C  4.610  0.245  0.423
C  -2.689  1.511  -1.081
C  4.571  0.397  -1.109
C  -3.533  3.209  2.077
C  -4.658  3.966  2.739
C  0.868  -1.856  -0.335
C  1.583  1.820  -2.491
C  -1.280  1.804  0.908
C  0.019  2.341  3.071
C  -1.738  -5.414  -0.260
C  0.974  -2.107  2.245
C  -2.291  3.034  2.753
C  2.955  1.200  -2.642
C  1.765  -0.601  3.868
C  -2.241  -1.163  -3.145
C  -2.540  1.998  0.217
C  0.642  -1.783  -2.713
C  -1.200  2.399  2.235
C  2.249  1.915  3.656
C  -1.892  0.335  -3.087
C  -1.395  -1.935  -4.160
C  2.827  0.497  3.848
C  -0.292  -3.642  0.860
C  0.514  -2.558  0.912
H  -2.096  -1.588  -2.156
H  3.531  0.287  3.042
H  -4.439  5.037  2.796
H  0.864  -0.248  4.383
H  2.805  0.123  -2.780
H  -3.294  -1.304  -3.396
H  -2.643  0.925  -3.612
H  3.046  2.546  3.251
H  0.566  -1.335  -4.640
H  -1.139  -6.283  0.026
H  -1.697  -2.980  -4.183
H  5.591  0.539  -1.469
H  -4.826  3.615  3.760
H  -0.519  -4.144  1.799
H  4.189  -0.544  -1.516
H  0.888  -2.858  3.043
H  -2.199  3.447  3.756
H  -0.939  0.515  -3.581
H  -1.562  -1.541  -5.162
H  -4.546  2.812  0.255
H  -2.210  -5.631  -1.217
H  3.389  1.583  -3.574
H  3.393  0.481  4.781
H  -2.526  -5.305  0.490
H  2.123  -1.481  4.409
H  -0.026  1.976  -3.426
H  -5.590  3.846  2.185
H  1.549  -1.187  -2.654
H  1.933  2.323  4.624
H  -3.625  1.685  -1.611
H  -1.038  -3.938  -2.423
H  -0.902  0.713  -1.161
H  -0.117  2.708  4.098

Output
HOMO: -7.577 eV
Kohn-Sham gap: 6.87 eV
E_LUMO: -0.7099 eV

=====

No. 4
ORCA calculation (the ωB97M-V functional and the def2-TZVPD basis) on 2 unconnected molecules or ions with the total composition C28H33N4O4S at a distorted geometry.

Atoms and positions in Å:
S  6.130  4.584  1.512
O  -0.403  -0.737  -1.869
O  1.280  4.197  1.954
O  0.415  -2.282  0.328
O  3.750  0.274  1.571
N  3.524  4.300  1.644
N  4.804  2.301  1.552
N  0.286  -4.535  0.077
N  -4.038  3.490  1.622
C  4.751  3.679  1.567
C  -2.221  -3.030  -5.612
C  -0.082  -5.735  -0.697
C  -2.083  -0.647  -5.637
C  -1.805  3.351  0.578
C  2.353  2.137  1.564
C  -2.445  -1.829  -6.250
C  -1.499  -0.670  -4.390
C  -1.265  -1.869  -3.730
C  3.655  1.488  1.562
C  0.119  -3.225  -0.404
C  -1.066  1.375  2.377
C  0.858  -4.756  1.407
C  -0.652  -1.833  -2.370
C  -2.321  1.917  2.443
C  1.049  -6.199  -1.589
C  3.405  5.747  1.659
C  -0.547  2.818  0.524
C  -5.100  3.005  0.741
C  1.245  1.356  1.468
C  -2.722  2.927  1.552
C  -1.638  -3.051  -4.365
C  2.312  3.588  1.734
C  -4.321  4.694  2.409
C  -0.395  -3.056  -1.717
C  -0.134  1.833  1.435
C  -0.207  -4.825  2.479
C  6.065  1.587  1.521
H  -5.115  4.498  3.122
H  -1.216  0.246  -3.902
H  -5.419  3.787  0.059
H  -4.628  5.510  1.761
H  -0.363  -6.520  0.014
H  0.778  -7.089  -2.160
H  2.354  6.033  1.638
H  6.115  0.987  0.614
H  -0.606  -3.948  -2.266
H  3.859  6.146  2.562
H  -2.259  0.294  -6.133
H  3.897  6.165  0.784
H  1.340  -5.421  -2.297
H  -5.953  2.681  1.329
H  1.441  -5.684  1.374
H  6.126  0.930  2.387
H  -0.998  -5.534  -1.262
H  -2.902  -1.818  -7.226
H  -0.725  -3.869  2.571
H  6.903  2.279  1.539
H  -0.755  0.626  3.084
H  -2.501  -3.959  -6.082
H  -3.433  5.003  2.955
H  -3.019  1.581  3.190
H  1.575  -3.951  1.607
H  -1.481  -4.000  -3.886
H  -4.740  2.160  0.159
H  0.169  3.184  -0.192
H  -2.099  4.122  -0.114
H  1.412  0.288  1.433
H  -0.958  -5.578  2.235
H  1.934  -6.437  -0.998
H  0.210  -5.079  3.455

Output
HOMO: -3.443 eV
Kohn-Sham gap: 4.74 eV
total charge: -1
E_LUMO: 1.2973 eV
energy above the lowest of the compared OMol25 structures with the same formula, charge and spin: 0.000 eV

=====

No. 5
ORCA calculation (the ωB97M-V functional and the def2-TZVPD basis) on a molecular structure, C28H34Br2IrN5O3S4.

Atoms and positions in Å:
Ir  -0.261  1.345  0.169
Br  -2.142  7.159  3.586
Br  2.772  5.064  1.871
S  -0.310  0.066  2.226
S  -0.265  2.540  -1.859
S  1.543  0.220  -0.759
S  -3.309  2.795  -1.673
O  -1.623  0.036  -0.499
O  -1.850  3.755  -3.514
O  0.930  2.805  0.926
N  2.244  -0.794  2.366
N  0.646  -2.345  1.814
N  -0.375  -1.502  -1.767
N  1.780  -1.866  -2.321
N  -1.674  2.519  1.132
C  -3.801  3.206  1.926
C  3.922  0.443  3.641
C  4.057  -2.088  -1.308
C  0.981  -1.092  2.112
C  -3.279  4.377  2.410
C  2.778  0.537  2.650
C  -5.134  -2.882  -2.329
C  3.196  -1.512  -2.423
C  1.541  -3.498  1.806
C  -3.953  -0.959  -1.505
C  -2.970  2.293  1.268
C  -2.746  -1.640  -1.640
C  1.122  -4.253  -2.035
C  0.293  3.752  1.488
C  -1.471  -0.967  -1.265
C  0.896  -1.114  -1.646
C  -0.647  4.035  -4.242
C  0.923  4.909  2.013
C  -2.741  -2.943  -2.135
C  -3.932  -3.564  -2.468
C  1.334  -3.092  -2.997
C  -1.900  4.628  2.274
C  1.874  -4.007  3.203
C  -5.142  -1.577  -1.855
C  -1.842  3.061  -2.379
C  -1.203  5.779  2.751
C  0.170  5.903  2.620
C  -1.137  3.648  1.633
H  2.547  -4.861  3.136
H  -3.925  -4.579  -2.843
H  -6.064  -3.365  -2.599
H  3.715  -1.715  -0.342
H  -1.798  -3.457  -2.256
H  3.542  -1.877  -3.390
H  4.334  1.435  3.823
H  0.416  -2.875  -3.538
H  0.665  6.785  3.001
H  -0.971  4.600  -5.110
H  -6.075  -1.038  -1.768
H  -3.336  1.362  0.859
H  2.103  -3.345  -3.725
H  -0.161  3.111  -4.553
H  0.346  -4.008  -1.308
H  4.025  -3.178  -1.303
H  2.929  -1.527  2.251
H  3.104  0.995  1.713
H  3.280  -0.427  -2.446
H  0.039  4.630  -3.640
H  -3.945  0.067  -1.163
H  1.040  -4.273  1.228
H  -3.911  5.103  2.903
H  2.042  -4.495  -1.501
H  2.358  -3.241  3.810
H  0.809  -5.141  -2.584
H  4.732  -0.181  3.259
H  -0.337  -2.485  1.642
H  3.586  0.031  4.592
H  -4.854  2.984  2.025
H  1.959  1.137  3.040
H  0.969  -4.322  3.720
H  5.095  -1.781  -1.441
H  2.443  -3.244  1.244

Output
HOMO (spin up / spin down): -10.118 / -10.063 eV
Kohn-Sham gap (spin up / spin down): 6.80 / 4.45 eV
total charge: +1
E_LUMO (spin up / spin down): -3.3227 / -5.6079 eV
expectation value of S²: 0.787
energy above the lowest of the compared OMol25 structures with the same formula, charge and spin: 0.720 eV
2S+1: 2

=====

No. 6
ORCA calculation (the ωB97M-V functional and the def2-TZVPD basis) on a molecular structure, C28H34Br45ClINO3PS at a distorted geometry.

Atoms and positions in Å:
I  6.960  -0.681  4.302
Br  -4.657  -8.501  -6.018
Br  -4.935  2.260  -0.207
Br  0.121  2.286  7.505
Br  -6.081  5.738  0.948
Br  -5.450  5.994  5.380
Br  8.652  -0.671  8.069
Br  -2.926  -0.106  -1.072
Br  2.889  -0.865  -9.887
Br  -1.633  3.206  12.714
Br  -4.772  -6.679  -3.362
Br  -9.544  1.532  -6.030
Br  -5.814  4.734  -8.724
Br  2.219  -7.316  -7.651
Br  -9.007  -1.398  -3.482
Br  -1.549  -6.672  -1.673
Br  -7.195  0.849  -8.128
Br  3.074  2.994  6.428
Br  5.482  -0.248  8.466
Br  -7.592  3.176  2.188
Br  2.435  -6.442  -4.557
Br  -6.524  1.111  -4.987
Br  0.739  -8.430  -0.238
Br  0.444  1.240  11.228
Br  -2.685  -5.970  -5.713
Br  -6.341  -2.787  -4.644
Br  -8.644  5.702  5.071
Br  -4.700  -2.409  -8.256
Br  -2.442  -13.151  -4.675
Br  -2.227  -4.391  -8.841
Br  0.396  -2.735  -10.705
Br  -3.160  2.912  -8.876
Br  -5.530  2.488  -11.018
Br  -8.112  -4.307  -2.423
Br  6.753  -3.201  8.682
Br  -0.125  0.166  -9.403
Br  1.065  5.360  7.293
Br  -5.251  -5.408  -9.299
Br  -0.708  -10.632  -5.691
Br  -9.275  5.446  0.640
Br  -6.960  3.432  6.619
Br  1.262  4.301  11.818
Br  -5.879  -0.814  0.005
Br  1.605  -4.272  -6.791
Br  -2.557  -12.259  -7.770
Br  0.423  -5.304  0.477
Cl  2.317  7.206  1.062
S  3.163  -1.531  4.103
P  3.445  0.227  4.982
O  1.077  2.448  2.128
O  7.966  1.693  1.621
O  3.907  6.184  3.078
N  4.236  3.368  1.830
C  1.539  -6.142  -6.258
C  4.303  1.325  3.663
C  3.548  4.478  1.067
C  -2.337  -11.668  -5.929
C  5.696  3.078  1.434
C  -4.427  -6.717  -5.276
C  7.042  -1.298  8.963
C  -7.091  5.323  6.179
C  -4.592  3.760  -9.883
C  -0.190  3.070  11.417
C  -7.722  5.066  1.748
C  3.498  2.553  2.910
C  -4.380  0.422  0.107
C  1.057  -1.376  -9.480
C  0.234  -6.670  -0.895
C  8.989  2.132  2.583
C  -7.654  1.719  -6.450
C  -4.040  -3.886  -9.336
C  5.889  0.943  3.300
C  1.902  2.915  3.253
C  6.599  1.863  2.139
C  10.459  1.862  1.832
C  3.388  5.891  1.883
C  1.620  3.522  7.607
C  -1.309  1.368  2.182
C  11.744  2.046  2.836
C  0.325  1.226  2.448
C  -7.513  -2.587  -3.105
H  1.772  4.101  3.287
H  -7.460  2.789  -6.580
H  7.196  -1.153  10.037
H  2.004  3.474  8.631
H  -1.563  1.660  1.055
H  2.160  0.754  5.428
H  9.030  1.508  3.573
H  -7.231  5.862  7.122
H  -3.176  -11.000  -5.706
H  -5.178  -6.075  -5.749
H  4.203  4.698  0.096
H  -6.923  -2.116  -2.312
H  -4.125  4.496  -10.545
H  0.493  0.804  3.526
H  10.562  2.479  0.821
H  8.875  3.280  2.836
H  0.484  -6.396  -6.112
H  0.688  0.366  1.703
H  -3.996  0.374  1.131
H  11.457  2.519  3.874
H  -1.823  0.350  2.451
H  1.572  2.529  4.307
H  -1.713  2.169  2.945
H  6.209  3.738  0.595
H  12.550  2.709  2.257
H  -0.603  3.367  10.447
H  -4.002  -3.533  -10.372
H  4.281  -0.034  6.126
H  12.266  0.979  2.954
H  10.443  0.724  1.506
H  1.064  -1.823  -8.480
H  2.482  4.124  0.703
H  0.933  -6.416  -1.698
H  -7.862  5.605  2.691

Output
HOMO: -10.986 eV
Kohn-Sham gap: 5.93 eV
total charge: +1
E_LUMO: -5.0554 eV
energy above the lowest of the compared OMol25 structures with the same formula, charge and spin: 12.027 eV